Entry 1:
A cluster of 2 separate species, C2H2Cl2F2 in total. Source: the OMol25 dataset; level of theory: ωB97M-V with the def2-TZVPD basis set.

## Properties
Frontier orbital gap (spin up / spin down) in eV: 7.55 / 9.79
Spin multiplicity: 3
LUMO energy (spin up / spin down) in eV: 0.896 / -1.399
⟨S²⟩: 2.01
Charge: 0
Max |F| in eV/A: 3.9

Positions of all 8 atoms, in Å:
C1 0.65027 -0.10752 0.99206
C2 0.01989 -0.35629 -1.27451
F1 0.95673 1.11080 1.36310
F2 -1.22222 -0.86834 -0.99561
Cl1 2.00212 -1.11714 0.93958
Cl2 1.12940 -1.50379 -1.84704
H1 -0.42766 -0.35171 1.27514
H2 0.15216 0.69854 -1.81762



Entry 2:
A cluster of 2 separate species, C2H2Cl2NOP in total. Source: the OMol25 dataset; level of theory: ωB97M-V with the def2-TZVPD basis set.

## Properties
Frontier orbital gap (spin up / spin down) in eV: 6.84 / 8.20
Spin multiplicity: 3
LUMO energy (spin up / spin down) in eV: 0.573 / -2.370
⟨S²⟩: 2.03
Charge: 0
Max |F| in eV/A: 3.8

Positions of all 9 atoms, in Å:
C1 -1.57620 -1.17678 0.45336
C2 0.48239 -0.43459 0.17520
N1 -0.35842 -1.22407 0.87016
O1 -1.72134 -0.31923 -0.56279
P1 -0.42872 0.54326 -1.03360
Cl1 2.14599 -0.73389 0.61322
Cl2 1.65946 2.55325 -0.14441
H1 -2.42201 -1.53552 0.94950
H2 2.21883 2.32757 -1.32063



Entry 3:
A cluster of 2 separate species, C2H2Cl2O2 in total. Source: the OMol25 dataset; level of theory: ωB97M-V with the def2-TZVPD basis set.

## Properties
Frontier orbital gap in eV: 9.13
LUMO energy in eV: -0.910
Charge: 0
Max |F| in eV/A: 4.2

Positions of all 8 atoms, in Å:
C1 1.42743 0.47954 -0.23516
C2 -1.14265 -0.06918 0.21595
O1 1.00275 0.70342 -1.25939
O2 -0.15199 0.26202 1.07368
Cl1 2.87721 0.25021 0.56204
Cl2 -0.78920 -1.81223 -0.46514
H1 -2.03449 -0.39558 0.69785
H2 -1.18907 0.58180 -0.58983



Entry 4:
An isolated molecule of C2H2Cl2O2S. Source: the OMol25 dataset; level of theory: ωB97M-V with the def2-TZVPD basis set.

## Properties
Frontier orbital gap (spin up / spin down) in eV: 6.52 / 8.89
LUMO energy (spin up / spin down) in eV: -2.348 / -1.364
Charge: 0
Max |F| in eV/A: 3.3

Positions of all 9 atoms, in Å:
C1 -1.15560 1.05528 0.34993
C2 0.70336 -1.44870 -0.42405
O1 1.40139 1.26957 -0.39114
O2 1.02696 0.30790 1.83073
S1 0.53868 0.50455 0.49097
Cl1 1.05547 -1.15949 -2.04177
Cl2 -0.21559 -2.75750 0.00360
H1 -1.27257 1.51860 -0.56525
H2 -2.08211 0.70978 0.74696



Entry 5:
An isolated molecule of C2H2Cl2S. Source: the OMol25 dataset; level of theory: ωB97M-V with the def2-TZVPD basis set.

## Properties
SMILES: S=CC(Cl)Cl
Frontier orbital gap in eV: 7.63
LUMO energy in eV: -1.265
Charge: 0
Max |F| in eV/A: 3.6

Positions of all 7 atoms, in Å:
S1 1.78060 -0.62450 -0.31143
C1 0.53947 -1.08389 0.71297
C2 -0.47220 0.07110 0.74191
Cl1 0.14192 1.64272 -0.02898
Cl2 -1.77959 -0.59153 -0.34992
H1 0.02445 -2.08586 0.95656
H2 -1.07728 0.28431 1.73838



Entry 6:
A cluster of 2 separate species, C2H2Cl3NO3 in total. Source: the OMol25 dataset; level of theory: ωB97M-V with the def2-TZVPD basis set.

## Properties
SMILES: O=[N+]([O-])CCl.O=C(Cl)Cl
Frontier orbital gap in eV: 11.01
LUMO energy in eV: -0.026
Charge: 0
Max |F| in eV/A: 3.7

Positions of all 11 atoms, in Å:
O1 -0.04738 0.16155 1.40313
N1 -0.31839 -0.55160 0.47666
O2 0.49413 -1.09988 -0.16291
C1 -1.76985 -0.75482 0.28112
Cl1 -2.08914 -2.06409 -0.86835
H1 -2.24045 0.26845 -0.08078
H2 -2.15047 -1.01004 1.21051
O3 0.85341 1.98900 -0.89446
C2 1.87122 1.41158 -0.60340
Cl2 2.82972 0.56329 -1.77921
Cl3 2.56720 1.08656 1.01771



Entry 7:
The ion C2H2Cl3O2S with charge -1. Source: the OMol25 dataset; level of theory: ωB97M-V with the def2-TZVPD basis set.

## Properties
Frontier orbital gap in eV: 7.50
LUMO energy in eV: 3.261
Charge: -1
Max |F| in eV/A: 2.4

Positions of all 10 atoms, in Å:
C1 1.05330 0.23518 0.01243
C2 -0.37420 0.58336 -0.00137
O1 -0.62599 -1.97017 0.88311
O2 -1.45085 -1.55372 -1.38385
S1 -1.50492 -1.15671 0.02732
Cl1 2.22592 1.60933 -0.04224
Cl2 -1.03883 1.23880 1.70229
Cl3 -0.83194 1.72324 -1.20881
H1 1.29455 -0.35268 0.89529
H2 1.25295 -0.35663 -0.88417



Entry 8:
A cluster of 2 separate species, C2H2Cl4N2 in total. Source: the OMol25 dataset; level of theory: ωB97M-V with the def2-TZVPD basis set.

## Properties
SMILES: Cl/C=N\Cl.N=C(Cl)Cl
Frontier orbital gap in eV: 10.86
LUMO energy in eV: 0.334
Charge: 0
Max |F| in eV/A: 2.6

Positions of all 10 atoms, in Å:
Cl1 0.39399 -0.96260 -1.73795
C1 1.35373 0.26452 -0.96166
N1 2.13936 1.04895 -1.50523
Cl2 2.14729 1.14922 -3.21213
H1 1.09762 0.27676 0.05275
N2 -2.39935 0.06155 1.78385
C2 -1.28202 0.47664 2.01612
Cl3 -0.05270 -0.25794 2.91279
Cl4 -0.76622 2.17339 1.44958
H2 -2.86729 0.34504 0.94376



Entry 9:
A cluster of 2 separate species, C2H2Cl5OP in total. Source: the OMol25 dataset; level of theory: ωB97M-V with the def2-TZVPD basis set.

## Properties
Frontier orbital gap (spin up / spin down) in eV: 8.93 / 6.83
LUMO energy (spin up / spin down) in eV: -0.413 / -1.561
Charge: 0
Max |F| in eV/A: 3.1

Positions of all 11 atoms, in Å:
C1 0.47102 -0.43868 1.06196
C2 -1.90979 0.21594 -0.62888
O1 1.11279 -0.27535 -1.45286
P1 1.54857 0.26678 -0.17071
Cl1 0.00684 -2.04505 0.70491
Cl2 -2.65987 1.38171 0.37583
Cl3 -2.46884 -1.32960 -0.68272
Cl4 1.35907 2.23330 -0.04619
Cl5 3.42154 -0.13369 0.32295
H1 0.58541 -0.43097 2.07001
H2 -1.46674 0.55560 -1.55431



Entry 10:
A structure of composition C2H2ClF2I. Source: the OMol25 dataset; level of theory: ωB97M-V with the def2-TZVPD basis set.

## Properties
Frontier orbital gap (spin up / spin down) in eV: 7.92 / 7.85
LUMO energy (spin up / spin down) in eV: -2.533 / -2.547
Charge: 0
Max |F| in eV/A: 2.8

Positions of all 8 atoms, in Å:
C1 0.39218 0.81399 -0.09890
C2 -0.26408 -0.58595 -0.06224
F1 -2.61907 -0.94313 0.25121
F2 -0.30510 -1.20764 -1.22271
Cl1 0.16761 -1.60018 1.21436
I1 2.42225 0.58544 0.50045
H1 -0.10593 1.53646 0.52561
H2 0.31214 1.40102 -1.10777



Entry 11:
A cluster of 2 separate species, C2H2ClF2NO3 in total. Source: the OMol25 dataset; level of theory: ωB97M-V with the def2-TZVPD basis set.

## Properties
Frontier orbital gap (spin up / spin down) in eV: 6.53 / 6.62
Spin multiplicity: 3
LUMO energy (spin up / spin down) in eV: -1.499 / -3.645
⟨S²⟩: 2.05
Charge: 0
Max |F| in eV/A: 6.8

Positions of all 11 atoms, in Å:
C1 -1.28169 0.19912 0.73833
C2 0.95661 0.45952 0.29691
N1 1.26592 -0.25195 -0.84019
O1 1.03953 0.20963 -1.92023
O2 1.52921 -1.46276 -0.67090
O3 -1.55414 -1.05057 0.42722
F1 1.13778 1.71972 -0.02842
F2 1.48092 0.11385 1.43576
Cl1 -1.94032 -1.26779 -1.34419
H1 -1.61437 1.02162 0.19071
H2 -1.01945 0.30962 1.71501



Entry 12:
A cluster of 2 separate species, C2H2ClF2P in total. Source: the OMol25 dataset; level of theory: ωB97M-V with the def2-TZVPD basis set.

## Properties
Frontier orbital gap (spin up / spin down) in eV: 7.60 / 8.42
LUMO energy (spin up / spin down) in eV: -0.449 / -0.462
Charge: 0
Max |F| in eV/A: 4.0

Positions of all 8 atoms, in Å:
C1 -1.33856 -0.16104 -0.76428
C2 0.85995 -0.09525 0.99376
F1 0.72156 0.20937 2.23495
F2 1.07660 -1.49736 0.89715
P1 -0.35919 1.16002 -1.03274
Cl1 -1.73852 -1.68705 -0.43110
H1 1.59653 0.42852 0.46124
H2 -0.81838 1.64279 -2.35899



Entry 13:
A cluster of 2 separate species, C2H2ClFNO2 in total. Source: the OMol25 dataset; level of theory: ωB97M-V with the def2-TZVPD basis set.

## Properties
Frontier orbital gap in eV: 6.48
LUMO energy in eV: 3.376
Charge: -1
Max |F| in eV/A: 4.1

Positions of all 9 atoms, in Å:
C1 -0.45272 -0.30875 -2.53911
C2 0.41312 0.19564 1.76678
N1 0.40133 -0.55186 -1.64681
O1 -0.42707 0.74521 -1.63775
O2 -1.04410 -0.54015 -3.52092
F1 1.09000 1.06420 2.59755
Cl1 -0.72127 -0.80229 2.64265
H1 -0.26598 0.70508 1.10835
H2 1.00669 -0.50706 1.22927



Entry 14:
A cluster of 2 separate species, C2H2ClFO2 in total. Source: the OMol25 dataset; level of theory: ωB97M-V with the def2-TZVPD basis set.

## Properties
Frontier orbital gap (spin up / spin down) in eV: 8.68 / 7.25
Spin multiplicity: 3
LUMO energy (spin up / spin down) in eV: 0.821 / -3.901
⟨S²⟩: 2.01
Charge: 0
Max |F| in eV/A: 3.0

Positions of all 8 atoms, in Å:
C1 1.02819 0.75517 0.59514
C2 -0.80405 -0.72738 -0.48952
O1 1.50850 -0.28611 0.27817
O2 -0.21997 1.07992 0.61151
F1 -1.75982 -1.18486 0.27710
Cl1 -1.39553 0.22894 -1.85335
H1 1.58167 1.55273 1.05668
H2 0.06100 -1.41841 -0.47573



Entry 15:
A cluster of 2 separate species, C2H2ClIO in total. Source: the OMol25 dataset; level of theory: ωB97M-V with the def2-TZVPD basis set.

## Properties
SMILES: O=C=CI.Cl
Frontier orbital gap in eV: 8.45
LUMO energy in eV: -0.362
Charge: 0
Max |F| in eV/A: 3.8

Positions of all 7 atoms, in Å:
O1 -0.59310 1.17360 -1.45720
C1 0.11308 0.68875 -0.66521
C2 0.94937 0.29199 0.25228
I1 2.97983 0.08467 -0.04358
H1 0.72201 -0.22919 1.17126
Cl1 -1.44940 -2.68023 -0.41831
H2 -1.44439 -3.14546 0.67399



Entry 16:
A structure of composition C2H2ClIO2S. Source: the OMol25 dataset; level of theory: ωB97M-V with the def2-TZVPD basis set.

## Properties
Frontier orbital gap in eV: 8.92
LUMO energy in eV: -0.907
Charge: 0
Max |F| in eV/A: 6.8

Positions of all 9 atoms, in Å:
C1 0.40946 -0.08756 0.76049
C2 1.67679 -0.19503 0.04715
O1 3.30219 -1.70669 -1.44576
O2 1.04518 -2.57305 -1.01223
S1 2.16033 -1.80250 -0.59595
Cl1 2.85039 -2.44283 1.28761
I1 3.22804 1.19379 -0.09294
H1 0.15712 0.65486 1.40511
H2 -0.38074 -0.83597 0.73400



Entry 17:
An isolated molecule of C2H2ClN. Source: the OMol25 dataset; level of theory: ωB97M-V with the def2-TZVPD basis set.

## Properties
SMILES: N#CCCl
Frontier orbital gap in eV: 12.26
LUMO energy in eV: 0.525
Charge: 0
Max |F| in eV/A: 7.0

Positions of all 6 atoms, in Å:
N1 -0.41401 -0.37740 -2.91876
C1 -0.18455 -0.06836 -1.82564
C2 -0.04623 0.32854 -0.24284
Cl1 -0.12599 2.13496 -0.18693
H1 -1.02025 -0.16301 0.06727
H2 0.73443 -0.20769 0.12554



Entry 18:
An isolated molecule of C2H2ClN. Source: the OMol25 dataset; level of theory: ωB97M-V with the def2-TZVPD basis set.

## Properties
SMILES: C#CNCl
Frontier orbital gap in eV: 8.42
LUMO energy in eV: -1.089
Charge: 0
Max |F| in eV/A: 2.7

Positions of all 6 atoms, in Å:
C1 -0.07749 1.27404 0.81019
C2 0.15550 0.28199 0.16773
N1 0.44917 -0.74501 -0.59767
Cl1 -1.08332 -1.39611 -1.61656
H1 -0.21316 2.16196 1.34997
H2 0.76930 -1.57687 -0.11366



Entry 19:
A structure of composition C2H2ClN. Source: the OMol25 dataset; level of theory: ωB97M-V with the def2-TZVPD basis set.

## Properties
Frontier orbital gap (spin up / spin down) in eV: 8.25 / 6.80
Spin multiplicity: 3
LUMO energy (spin up / spin down) in eV: -0.128 / -3.347
⟨S²⟩: 2.02
Charge: 0
Max |F| in eV/A: 3.9

Positions of all 6 atoms, in Å:
C1 0.74336 -0.04903 0.16517
C2 -0.47847 0.47406 -0.01817
N1 -1.70841 0.69257 -0.07831
Cl1 2.97413 -0.09611 0.02761
H1 0.57071 -1.04536 0.61688
H2 -2.10133 0.02388 -0.71318



Entry 20:
A structure of composition C2H2ClNS2. Source: the OMol25 dataset; level of theory: ωB97M-V with the def2-TZVPD basis set.

## Properties
Frontier orbital gap (spin up / spin down) in eV: 7.17 / 7.16
LUMO energy (spin up / spin down) in eV: -1.440 / -1.442
Charge: 0
Max |F| in eV/A: 5.1

Positions of all 8 atoms, in Å:
C1 0.33200 0.93953 -0.48434
C2 -0.80935 0.30138 -0.14402
N1 0.84778 -0.45643 1.46105
S1 1.62389 0.65190 0.59642
S2 -0.60858 -0.90820 1.07653
Cl1 0.03785 -2.55804 -0.85458
H1 0.33195 1.81135 -0.93161
H2 -1.75554 0.21851 -0.71945